Entry 1:
{
  "formula": "C2H4BrCl3Si",
  "method": "ωB97M-V/def2-TZVPD",
  "relative_energy_kj_mol": 295.6,
  "gap_ev": [8.85, 6.13],
  "homo_ev": [-8.75, -7.98],
  "e_lumo_ev": [0.097, -1.842],
  "species": ["C", "C", "Si", "Cl", "Cl", "Cl", "Br", "H", "H", "H", "H"],
  "positions_angstrom": [[-2.0118, 0.2122, 0.3061], [-1.4227, -0.7677, -0.6155], [2.5954, 0.4489, -0.0289], [3.8685, -0.7339, -1.0788], [2.8811, 0.1384, 1.9570], [3.0206, 2.3941, -0.4531], [-1.0979, -2.5066, -0.0675], [-1.6166, 0.0841, 1.3149], [-1.8056, 1.2228, -0.0411], [-3.1015, 0.0971, 0.3747], [-1.3097, -0.5894, -1.6676]],
  "forces_ev_per_a": [[-0.1629, -0.0452, 0.2479], [0.2863, 0.0752, -0.1427], [-0.3538, -0.0363, -0.1227], [0.1902, -0.2217, -0.1764], [0.0195, -0.0713, 0.3447], [0.0305, 0.2930, -0.0663], [-0.0107, -0.1596, 0.0515], [0.0000, 0.0942, 0.0194], [0.0000, 0.0858, 0.0161], [-0.0121, 0.0318, 0.0136], [0.0130, -0.0460, -0.1851]],
  "nbo_charge": [-0.70, -0.24, 1.09, -0.36, -0.36, -0.37, 0.07, 0.23, 0.23, 0.22, 0.19]
}

Entry 2:
{
  "formula": "C2H4BrFO",
  "method": "ωB97M-V/def2-TZVPD",
  "relative_energy_kj_mol": 0.0,
  "gap_ev": 11.34,
  "smiles": "CC(=O)Br.F",
  "homo_ev": -10.70,
  "e_lumo_ev": 0.634,
  "species": ["C", "C", "O", "F", "Br", "H", "H", "H", "H"],
  "positions_angstrom": [[-0.0984, 0.8941, 0.1051], [-1.0654, -0.2263, 0.0069], [-0.8424, -1.3820, -0.1134], [2.6207, -1.3282, -0.0783], [-2.9312, 0.3926, 0.0325], [0.0109, 1.3307, -0.8894], [-0.4527, 1.6731, 0.7753], [0.8746, 0.5242, 0.4269], [1.8838, -1.8783, -0.2656]],
  "forces_ev_per_a": [[0.4187, 0.2889, 0.0996], [-0.2722, -0.3427, -0.0599], [0.1630, 0.1682, 0.0436], [-0.5785, -0.3870, -0.1464], [-0.0119, -0.0147, -0.0126], [-0.0641, 0.0138, -0.0154], [-0.0585, -0.0500, -0.0254], [-0.0417, -0.0775, -0.0424], [0.4452, 0.4009, 0.1589]],
  "nbo_charge": [-0.74, 0.56, -0.51, -0.57, -0.08, 0.26, 0.25, 0.26, 0.57]
}

Entry 3:
{
  "formula": "C2H4BrFO",
  "method": "ωB97M-V/def2-TZVPD",
  "relative_energy_kj_mol": 44.9,
  "gap_ev": 10.75,
  "smiles": "CC(=O)Br.F",
  "homo_ev": -10.75,
  "e_lumo_ev": 0.003,
  "species": ["C", "C", "O", "F", "Br", "H", "H", "H", "H"],
  "positions_angstrom": [[0.0338, 1.3370, -0.0286], [-0.5604, -0.0514, -0.0919], [-0.0646, -1.1181, 0.0577], [1.9014, -2.6550, -0.1362], [-2.6489, -0.0117, 0.0116], [-0.2616, 2.0680, -0.8766], [-0.4676, 1.8071, 0.8404], [1.1077, 1.1551, 0.1263], [0.9601, -2.5310, 0.0974]],
  "forces_ev_per_a": [[-0.7530, 0.5132, -0.6318], [-1.2294, -0.5915, 0.8427], [-0.6559, 1.6730, -0.4913], [-1.9083, -0.1630, 0.5714], [1.1931, 0.1253, -0.3163], [0.7008, -1.7031, 1.0417], [0.5443, -0.3434, -0.1583], [-0.3176, 0.6294, -0.2056], [2.4260, -0.1400, -0.6525]],
  "nbo_charge": [-0.75, 0.65, -0.53, -0.59, -0.16, 0.28, 0.27, 0.26, 0.58]
}

Entry 4:
{
  "formula": "C2H4BrN",
  "method": "ωB97M-V/def2-TZVPD",
  "relative_energy_kj_mol": 268.0,
  "gap_ev": 11.24,
  "smiles": "C1=NC1.Br",
  "homo_ev": -10.50,
  "e_lumo_ev": 0.737,
  "species": ["C", "C", "N", "Br", "H", "H", "H", "H"],
  "positions_angstrom": [[-1.0186, -0.0084, -0.5082], [-0.3034, 0.1216, 0.7344], [-0.4910, 1.2534, 0.2469], [2.8653, -0.2451, -0.0124], [-0.4059, -0.2859, -1.4117], [-2.1462, -0.1955, -0.6411], [-0.1078, -0.5016, 1.6390], [1.6077, -0.1385, -0.0468]],
  "forces_ev_per_a": [[-0.2750, -0.2666, -1.9067], [-1.5112, -1.4596, 1.2786], [-0.1150, -0.3247, -0.0333], [6.3093, -0.6073, 0.1276], [-0.8445, 0.3465, 0.8559], [1.8594, 0.5439, 0.6105], [0.4186, 1.2023, -0.6430], [-5.8417, 0.5656, -0.2897]],
  "nbo_charge": [-0.35, 0.01, -0.27, -0.14, 0.18, 0.20, 0.23, 0.14]
}

Entry 5:
{
  "formula": "C2H4BrN",
  "method": "ωB97M-V/def2-TZVPD",
  "relative_energy_kj_mol": 323.1,
  "gap_ev": [8.52, 8.53],
  "homo_ev": [-9.24, -9.25],
  "e_lumo_ev": [-0.725, -0.718],
  "species": ["C", "C", "N", "Br", "H", "H", "H", "H"],
  "positions_angstrom": [[0.6828, 0.6043, 0.9043], [-0.7954, -0.6024, -1.1053], [-0.4073, 0.0632, 0.9926], [1.6137, 1.2563, 2.4258], [1.4462, 0.8073, 0.1452], [-1.6711, -0.0354, -1.3773], [-1.0244, -1.5898, -0.6015], [0.1555, -0.5036, -1.3838]],
  "forces_ev_per_a": [[1.6046, 0.3475, -0.5572], [-3.3620, -1.5057, 6.1418], [-1.5545, -1.0378, -3.1004], [0.2254, 0.3851, 1.3502], [-0.8314, -0.3273, -0.6150], [0.3659, 0.2804, -0.3100], [0.1956, 1.1291, -1.2137], [3.3565, 0.7285, -1.6957]],
  "nbo_charge": [-0.05, -0.32, -0.39, -0.03, 0.18, 0.21, 0.22, 0.18]
}

Entry 6:
{
  "formula": "C2H4BrN3O5S",
  "method": "ωB97M-V/def2-TZVPD",
  "relative_energy_kj_mol": 150.7,
  "gap_ev": [7.80, 8.14],
  "homo_ev": [-10.05, -9.66],
  "e_lumo_ev": [-2.258, -1.519],
  "species": ["C", "C", "N", "N", "N", "O", "O", "O", "O", "O", "S", "Br", "H", "H", "H", "H"],
  "positions_angstrom": [[-1.4481, -0.2216, -0.5842], [3.0988, 0.3178, 1.1203], [0.9249, 0.0616, 0.5658], [1.7712, 0.6899, 1.2545], [3.6942, 1.6359, -0.8600], [1.5338, 1.6368, 1.9988], [3.8547, 0.8051, -1.6564], [3.6952, 2.7829, -0.6752], [-0.4089, 2.1196, 0.0531], [-1.2034, 0.6611, 1.9022], [-0.6015, 0.8186, 0.6197], [3.4501, -1.2313, 0.2093], [-2.2883, -0.7013, -0.1008], [-1.7674, 0.4136, -1.3976], [-0.7271, -0.9551, -0.9202], [3.7885, 0.6747, 1.8681]],
  "forces_ev_per_a": [[0.4876, 0.1928, 0.4943], [1.3705, -0.5368, -0.9137], [-1.1169, -0.5104, -0.6211], [-0.4089, 0.5653, 0.4011], [-0.9004, -1.5859, 3.0298], [0.2685, 0.5865, 0.5594], [0.4737, 0.3030, -1.9349], [0.2747, 1.4898, -0.8631], [-0.2123, 0.1009, -0.1841], [-0.1468, -0.2147, 0.1888], [-0.1384, 0.0448, -0.5287], [0.2730, -0.5270, 0.5094], [-0.0891, -0.0262, 0.1439], [-0.0214, 0.1451, -0.1279], [0.0221, -0.1463, -0.1465], [-0.1361, 0.1192, -0.0067]],
  "nbo_charge": [-0.87, -0.17, -0.55, 0.25, 0.57, -0.39, -0.25, -0.23, -0.92, -0.91, 2.25, 0.21, 0.25, 0.25, 0.26, 0.25]
}

Entry 7:
{
  "formula": "C2H4BrNO",
  "method": "ωB97M-V/def2-TZVPD",
  "relative_energy_kj_mol": 333.3,
  "gap_ev": 10.64,
  "smiles": "[H][H].N#CBr.C=O",
  "homo_ev": -10.28,
  "e_lumo_ev": 0.359,
  "species": ["C", "C", "N", "O", "Br", "H", "H", "H", "H"],
  "positions_angstrom": [[2.4663, 3.4299, -0.0975], [-0.2044, 1.9222, 0.0965], [2.6997, 2.6849, 0.7443], [-0.2603, 2.7587, -0.7514], [1.8697, 4.5326, -1.3693], [3.6461, -1.0327, -0.4289], [0.0547, 0.8625, -0.0214], [-0.4197, 2.1424, 1.2290], [3.1155, -1.5717, -0.3647]],
  "forces_ev_per_a": [[-0.3277, 0.1702, -0.1463], [-0.4084, 0.0579, 2.6806], [0.2796, -0.1426, 0.1575], [-0.4152, -0.3322, -0.2773], [0.5290, 0.3017, -0.1020], [-0.4356, -0.4215, 0.0589], [0.1352, -0.1083, -0.6949], [0.2133, 0.0479, -1.6196], [0.4299, 0.4270, -0.0569]],
  "nbo_charge": [0.10, 0.30, -0.34, -0.53, 0.25, 0.01, 0.12, 0.10, -0.01]
}

Entry 8:
{
  "formula": "C2H4BrNO2",
  "method": "ωB97M-V/def2-TZVPD",
  "relative_energy_kj_mol": 534.4,
  "gap_ev": 9.16,
  "smiles": "CO/[N+]([O-])=C/Br",
  "homo_ev": -8.50,
  "e_lumo_ev": 0.657,
  "species": ["C", "C", "N", "O", "O", "Br", "H", "H", "H", "H"],
  "positions_angstrom": [[-1.8712, 0.4943, -0.0429], [1.8924, -0.8551, 0.0630], [0.8004, -0.0076, -0.0598], [0.8506, 1.2087, -0.0445], [-0.5428, -0.5179, -0.1199], [3.5774, -0.0789, -0.0090], [-2.1661, 0.4080, 1.0180], [-2.6898, -0.1763, -0.4588], [-1.6818, 1.3603, -0.6515], [1.8309, -1.8355, 0.3054]],
  "forces_ev_per_a": [[1.1410, -3.8545, 0.3011], [-2.9859, 4.5586, -0.9782], [0.5853, -0.7164, 1.0914], [0.5358, 0.5714, -0.5034], [-0.8458, -0.3730, -0.1556], [-0.2140, 0.0360, 0.0627], [0.8442, 1.3915, -0.3538], [1.5516, 0.6366, -0.3460], [0.0783, 0.4489, 0.5571], [-0.6905, -2.6991, 0.3247]],
  "nbo_charge": [-0.25, -0.24, 0.38, -0.45, -0.43, 0.11, 0.22, 0.21, 0.23, 0.22]
}

Values of DFT total energy, in order: -4322.72883; -2827.73285; -2827.71575; -2707.25697; -2707.23598; -3590.97348; -2782.50907; -2857.65629, all in Ha.